Record 1
Entry from the OMol25 dataset: a single C3H8N2OS molecule (ωB97M-V/def2-TZVPD).

Geometry as XYZ:
```
15
Properties=species:S:1:pos:R:3:forces:R:3
C -2.3295 -0.3907 -0.0290 0.93 -1.62 -0.13
O 0.4660 2.6474 0.0288 1.05 1.83 0.52
H -0.6050 -1.2846 -1.0605 -0.43 -0.50 0.07
C 2.1213 -0.8849 0.5694 0.90 -0.28 -0.73
H -2.9937 0.1232 -0.6750 -0.96 0.34 -0.63
S 1.6797 0.2073 -0.8295 -0.32 -0.62 -0.36
H 1.5025 -1.7876 0.5897 -0.12 0.44 0.23
N -0.4474 1.6723 -0.0369 -0.37 -1.00 -0.56
H 1.3387 2.3558 -0.3141 -0.38 -0.25 0.19
H -2.7105 -1.4306 0.2137 0.47 1.30 -0.29
C -0.0481 0.5370 -0.4611 -1.09 -0.46 0.11
H -2.2292 0.2169 0.8480 -0.02 0.09 0.71
H 2.1030 -0.2719 1.4612 -0.09 -0.35 0.32
H 3.1651 -1.2491 0.3668 -0.90 0.58 0.19
N -1.0130 -0.4604 -0.6714 1.33 0.50 0.39
```
Forces are in eV/Å.

Results
**Gap between HOMO and LUMO**: 0.3206 Ha
**Total charge**: 0
**LUMO**: 0.59 eV
**SMILES**: CN/C(=N/O)SC
**DFT total energy**: -701.9661 a.u.
**Max |F|**: 2.18 eV/Å

***

Record 2
Entry from the OMol25 dataset: a molecular structure, C31H27Cl3N3O6PdS2 (ωB97M-V/def2-TZVPD).

Geometry as XYZ:
```
73
Properties=species:S:1:pos:R:3:forces:R:3
H 2.0483 4.5420 -0.4501 0.11 0.17 0.00
H 3.9948 2.7118 2.8882 0.04 0.07 -0.02
H 1.5631 2.2719 3.0655 -0.05 0.12 0.07
C 1.7316 -5.0855 -0.9417 0.72 -0.40 0.18
H 1.9956 -4.9073 -1.9851 -0.11 0.02 0.07
O -1.8587 0.2695 -0.1743 -0.38 -2.11 -0.08
C -1.2856 3.8778 -0.0874 1.78 0.96 -0.16
H 0.2953 -0.7733 4.9389 0.08 -0.14 0.11
H -1.1556 0.2373 4.7542 -0.17 -0.05 -0.04
H 6.1502 2.0501 2.1657 0.07 0.04 -0.01
H 2.1840 -1.7710 1.8719 -0.02 -0.06 -0.09
N -0.0360 1.9142 -0.4801 2.22 2.26 0.37
C 3.6025 1.7321 2.6529 -0.03 -0.05 -0.01
C 4.1741 -5.6836 -0.9158 -0.04 -0.12 0.29
C 4.4681 0.7212 2.2422 -0.06 -0.07 -0.09
H 4.5109 -5.5132 1.8883 0.02 -0.05 0.06
H 6.3273 0.5817 1.1908 0.13 -0.01 -0.08
H 7.0270 -4.5072 -2.3287 0.13 0.05 -0.07
H 0.4463 1.0020 4.8090 0.09 0.12 -0.11
C 6.2544 -5.2053 -2.0542 0.08 -0.17 -0.11
N 0.8956 -4.0167 -0.4710 -0.29 0.54 -0.17
C 1.7521 0.2231 2.5129 -0.21 -0.54 0.12
C -0.0772 4.6173 -0.1819 -2.05 -0.15 0.21
H -2.2306 4.3467 0.1190 -0.22 -0.02 0.03
H 4.4435 -3.3780 3.2841 0.21 0.14 -0.01
H 5.1354 -3.7787 -0.9371 -0.01 0.14 0.05
H -1.1931 -2.4340 1.4357 -0.02 -0.07 0.04
C 5.3384 -7.4338 -2.1108 0.03 0.03 -0.02
Cl 3.0546 -8.1609 -0.9272 -0.14 -0.38 -0.16
C 2.8480 -4.8610 3.0782 -0.33 -0.29 -0.20
C 3.5037 -5.8482 2.1561 0.00 -0.09 0.24
C 3.0129 -5.1872 -0.0788 -0.04 -0.06 -0.34
Cl 0.5292 -6.3257 3.2708 -0.13 -0.11 0.04
N 0.1900 -1.9690 -0.1175 0.33 -0.36 -0.11
O -3.4374 1.8308 0.1336 -0.31 -0.19 0.02
C 1.5668 -4.9987 3.5362 0.13 0.45 0.19
C 2.5993 -2.9105 4.2962 -0.19 -0.19 0.15
Pd 0.1088 0.0551 -0.2246 -1.02 -1.24 -1.30
H 6.4702 0.4971 2.9377 0.10 0.01 0.03
S 1.0610 -3.6487 4.4970 0.44 -0.37 -0.28
H 2.7969 -1.9647 4.7567 0.08 0.26 0.13
Cl 7.6303 -7.0437 -3.4605 0.20 -0.10 -0.11
H 3.2642 -4.1814 0.3000 -0.07 -0.08 -0.12
C 4.2646 -7.0093 -1.3432 0.36 0.37 -0.04
H -0.2781 -4.9997 1.0148 -0.02 -0.21 0.08
H 4.6011 -1.3175 1.5979 0.12 -0.13 -0.01
O 2.0822 0.4238 -0.5624 0.91 3.21 -0.46
C 3.9425 -0.5358 1.9468 0.08 0.23 -0.01
C -0.1093 0.1273 4.4915 -0.08 -0.22 -0.69
C -2.3167 1.4496 -0.0633 0.51 2.17 0.01
C -0.4533 -2.8042 0.7507 -0.21 -0.32 0.11
H 1.2083 -6.0381 -0.8521 -0.07 0.15 -0.14
C 2.2488 1.4881 2.7780 -0.19 0.03 0.00
S -0.0312 -0.0629 2.6598 0.92 0.35 1.54
C 1.1611 2.5862 -0.5357 -3.42 2.44 0.27
H -0.1217 5.6852 -0.0524 0.10 0.19 -0.02
O -0.6002 1.1910 2.1143 -0.56 0.75 0.30
C 2.5896 -0.7916 2.0817 -0.16 0.11 0.12
C 5.9374 0.9854 2.1224 0.00 -0.08 0.05
C 0.9895 -2.7323 -0.8460 0.11 0.25 -0.05
C 3.4331 -3.6548 3.5262 -0.11 0.10 0.22
C 2.2508 1.7054 -0.6464 3.09 -4.15 -0.23
H 3.5806 -6.8260 2.6364 0.05 0.03 -0.04
C 1.1204 3.9976 -0.4037 1.33 -1.88 -0.29
C -0.0150 -4.0787 0.5381 -0.43 0.25 0.41
H 5.4063 -8.4621 -2.4255 -0.02 -0.11 -0.05
C 5.1872 -4.8032 -1.2760 -0.12 -0.20 -0.01
O 2.7153 -6.0441 0.9978 -0.22 0.15 -0.13
C -1.1805 2.5184 -0.2305 -1.07 -1.56 -0.13
H 4.1200 1.4473 -0.9028 -0.09 -0.21 0.09
O 3.4886 2.1794 -0.8497 -1.71 0.12 0.21
H 1.6238 -2.3827 -1.6410 0.10 -0.01 -0.03
C 6.3238 -6.5279 -2.4734 -0.33 0.26 0.23
```
Forces are in eV/Å.

Results
**Gap between HOMO and LUMO**: 0.2442 Ha
**Total charge**: +1
**LUMO**: -4.51 eV
**DFT total energy**: -4117.8506 a.u.
**Max |F|**: 5.18 eV/Å